(1)
A 2-piece molecular cluster, C4H8O2Se overall, computed with the ωB97M-V functional and the def2-TZVPD basis.

```
! wB97M-V def2-TZVPD RIJCOSX def2/J DEFGRID3
* xyz 0 1
C 0.85568 -0.99525 0.09328
C -0.40242 -1.76464 -0.48259
C 0.43920 0.50023 -0.18037
C -0.97152 0.72845 0.31383
O 0.58073 0.86975 -1.57469
O -1.52583 1.94027 0.56451
Se -2.04506 -0.73671 0.13905
H 0.94707 -0.98761 1.20689
H 1.54801 -1.43835 -0.57469
H -0.58589 -1.66357 -1.61721
H -0.35278 -2.74851 -0.13504
H 0.99975 1.26598 0.27875
H 0.33511 1.00148 2.60009
H 1.32211 1.43917 -1.78353
H -1.14418 2.58930 1.15174
*
```

Values from the calculation:
Gap between HOMO and LUMO (spin up / spin down) = 9.50 / 5.47 eV
Calculated total energy = -73713.0732 eV
Highest occupied orbital energy (spin up / spin down) = -9.19 / -6.52 eV
E_LUMO (spin up / spin down) = 0.30 / -1.05 eV
Energy relative to the best compared isomer or geometry (same formula, charge and spin) = 127.3 kcal per mole

Atomic partial charges in e from the Mulliken method, atoms 1 to 6:
1 C -0.47
2 C -0.92
3 C -0.11
4 C -0.02
5 O -0.59
6 O -0.50


(2)
One molecule with the formula C4H8O2Se, computed with the ωB97M-V functional and the def2-TZVPD basis.

```
! wB97M-V def2-TZVPD RIJCOSX def2/J DEFGRID3
* xyz 0 1
O -0.06322 0.85554 1.53302
C -0.32314 0.71277 0.15994
C -0.69340 -0.73811 -0.15106
C 0.65357 -1.53057 0.10492
Se 2.14271 -0.25609 0.20104
C 0.93372 1.10061 -0.59648
O 1.26879 2.47252 -0.40571
H -0.85381 1.05247 1.93119
H -1.07405 1.36651 -0.18459
H -1.04167 -0.73671 -1.19758
H -1.44922 -1.22601 0.50704
H 0.66221 -2.20968 0.93961
H 1.01026 -2.09862 -0.86458
H 0.83158 0.83958 -1.69104
H 2.01096 2.81380 -1.02356
*
```

Values from the calculation:
Gap between HOMO and LUMO = 8.43 eV
SMILES string = O[C@@H]1CC[Se][C@@H]1O
Calculated total energy = -73717.4028 eV
Highest occupied orbital energy = -7.82 eV
E_LUMO = 0.61 eV
Energy relative to the best compared isomer or geometry (same formula, charge and spin) = 27.5 kcal per mole

Atomic partial charges in e from the Mulliken method, atoms 1 to 6:
1 O -0.47
2 C -0.34
3 C -0.49
4 C -0.73
5 Se -0.06
6 C -0.17


(3)
One molecule with the formula C4H8O3, computed with the ωB97M-V functional and the def2-TZVPD basis.

```
! wB97M-V def2-TZVPD RIJCOSX def2/J DEFGRID3
* xyz 0 1
C -0.23551 0.30854 -1.53278
C -0.86637 -0.25096 -0.26223
O -1.33708 -1.56780 -0.44902
C 0.10294 -0.24477 0.93037
O 1.19306 -1.08557 0.66396
C 0.58153 1.14477 1.26424
O 1.76154 1.40452 1.34085
H -0.94606 0.22558 -2.35940
H 0.03943 1.36464 -1.41870
H 0.66686 -0.25523 -1.78956
H -1.74673 0.34632 0.00761
H -0.55256 -2.13468 -0.44789
H -0.45611 -0.62169 1.80328
H 1.99071 -0.54777 0.81319
H -0.19565 1.91408 1.43609
*
```

Values from the calculation:
Gap between HOMO and LUMO = 11.13 eV
SMILES string = C[C@@H](O)[C@@H](O)C=O
Calculated total energy = -10419.6774 eV
Highest occupied orbital energy = -10.39 eV
E_LUMO = 0.74 eV
Energy relative to the best compared isomer or geometry (same formula, charge and spin) = 30.6 kcal per mole

Atomic partial charges in e from the Mulliken method, atoms 1 to 6:
1 C -1.22
2 C -0.05
3 O -0.55
4 C 0.12
5 O -0.58
6 C 0.04


(4)
A 2-piece molecular cluster, C4H8O3 overall, computed with the ωB97M-V functional and the def2-TZVPD basis.

```
! wB97M-V def2-TZVPD RIJCOSX def2/J DEFGRID3
* xyz 0 1
O 0.36652 0.57392 1.40981
C 1.01534 0.43081 0.39979
O 0.55151 -0.16206 -0.71099
C 2.47014 0.83935 0.25614
O 2.90787 0.96745 -1.06868
H -0.37779 -0.42629 -0.54683
H 2.59690 1.80320 0.75703
H 3.05861 0.09767 0.82294
H 2.50306 0.25341 -1.57887
C -2.70740 -0.31048 -0.43657
C -2.31821 -1.15482 0.52017
H -2.54049 0.76065 -0.34401
H -3.22026 -0.65313 -1.33206
H -2.50119 -2.22397 0.44323
H -1.80461 -0.79572 1.40889
*
```

Values from the calculation:
Gap between HOMO and LUMO = 11.05 eV
SMILES string = O=C(O)CO.C=C
Calculated total energy = -10419.4848 eV
Highest occupied orbital energy = -10.25 eV
E_LUMO = 0.80 eV
Energy relative to the best compared isomer or geometry (same formula, charge and spin) = 35.0 kcal per mole

Atomic partial charges in e from the Mulliken method, atoms 1 to 6:
1 O -0.53
2 C 0.71
3 O -0.45
4 C -0.26
5 O -0.52
6 H 0.15


(5)
A 3-piece molecular cluster, C4H8O3 overall, computed with the ωB97M-V functional and the def2-TZVPD basis.

```
! wB97M-V def2-TZVPD RIJCOSX def2/J DEFGRID3
* xyz 0 1
O 1.65214 -1.93120 -0.33670
C 1.73973 -0.76255 -0.39617
C 1.87408 0.54986 -0.27340
O 2.84515 1.05105 0.58673
H 1.32273 1.23779 -0.90195
H 2.62542 0.76573 1.48197
C -1.16476 -1.14425 -1.22388
O -0.38058 -0.45954 -1.83539
H -2.25216 -1.07767 -1.40534
H -0.83372 -1.85974 -0.44825
C -1.46224 0.75114 1.13757
H -1.34905 1.20870 2.12189
H -2.01923 1.42230 0.47992
H -2.00569 -0.19286 1.24229
H -0.47489 0.56996 0.70965
*
```

Values from the calculation:
Gap between HOMO and LUMO = 9.12 eV
SMILES string = O=C=CO.C=O.C
Calculated total energy = -10417.3589 eV
Highest occupied orbital energy = -8.58 eV
E_LUMO = 0.54 eV
Energy relative to the best compared isomer or geometry (same formula, charge and spin) = 84.0 kcal per mole

Atomic partial charges in e from the Mulliken method, atoms 1 to 6:
1 O -0.42
2 C 0.78
3 C -0.55
4 O -0.52
5 H 0.41
6 H 0.31


(6)
One molecule with the formula C4H8O3, computed with the ωB97M-V functional and the def2-TZVPD basis.

```
! wB97M-V def2-TZVPD RIJCOSX def2/J DEFGRID3
* xyz 0 1
C 0.00302 -2.05122 0.27248
C 0.01952 -0.54056 0.47562
O 1.32946 -0.23097 0.86876
C -0.39963 0.12953 -0.83774
O -0.82156 1.52001 -0.81622
C -0.15761 2.48165 -0.19456
O 0.78041 2.38109 0.56011
H 0.66543 -2.32008 -0.55788
H -0.99988 -2.43941 0.07246
H 0.39556 -2.53009 1.17302
H -0.71274 -0.26685 1.25380
H 1.37062 0.73554 0.96602
H -1.29008 -0.36772 -1.23152
H 0.41642 0.03614 -1.56255
H -0.59993 3.45218 -0.46162
*
```

Values from the calculation:
Gap between HOMO and LUMO = 11.01 eV
SMILES string = C[C@@H](O)COC=O
Calculated total energy = -10420.0290 eV
Highest occupied orbital energy = -10.18 eV
E_LUMO = 0.83 eV
Energy relative to the best compared isomer or geometry (same formula, charge and spin) = 22.5 kcal per mole

Atomic partial charges in e from the Mulliken method, atoms 1 to 6:
1 C -1.43
2 C 0.53
3 O -0.57
4 C -0.63
5 O -0.28
6 C 0.21


(7)
C4H8O3 as an isolated structure, computed with the ωB97M-V functional and the def2-TZVPD basis.

```
! wB97M-V def2-TZVPD RIJCOSX def2/J DEFGRID3
* xyz 0 1
C 2.11463 -0.05415 0.69648
O 1.22693 -0.67774 1.39443
C 0.43581 -0.62714 -0.22087
O 0.52895 -1.62466 -0.87555
C -0.84134 0.11909 0.18327
C -1.39906 0.83350 -1.04561
O -1.73661 -0.82671 0.69796
H 2.81447 -0.62662 0.06653
H 2.48567 0.93000 1.02765
H 1.30028 0.32637 -0.44565
H -0.62183 0.82334 0.98605
H -0.76208 1.67280 -1.34617
H -2.39391 1.21714 -0.80416
H -1.48463 0.14154 -1.89042
H -1.73704 -1.58369 0.09351
*
```

Values from the calculation:
Gap between HOMO and LUMO = 10.57 eV
Calculated total energy = -10416.6343 eV
Highest occupied orbital energy = -10.18 eV
E_LUMO = 0.39 eV
Energy relative to the best compared isomer or geometry (same formula, charge and spin) = 100.8 kcal per mole

Atomic partial charges in e from the Mulliken method, atoms 1 to 6:
1 C -0.40
2 O -0.48
3 C 0.66
4 O -0.57
5 C 0.18
6 C -1.26


(8)
A 2-piece molecular cluster, C4H8O3 overall, computed with the ωB97M-V functional and the def2-TZVPD basis.

```
! wB97M-V def2-TZVPD RIJCOSX def2/J DEFGRID3
* xyz 0 1
C -1.79820 0.82423 -0.94393
C -0.71949 0.15756 -0.10137
O -1.21880 -0.96874 0.57092
C 0.45716 -0.32426 -0.97598
O 0.68318 -1.51983 -1.03355
H -1.43412 1.76163 -1.37862
H -2.65598 1.05078 -0.30303
H -2.12412 0.14340 -1.73459
H -0.39236 0.88360 0.65393
H -0.81762 -1.72664 0.10702
H 1.07390 0.36579 -1.57308
C 2.21555 -0.17684 1.29839
O 1.87855 0.73854 0.58732
H 2.31060 -1.21170 0.91765
H 2.42457 0.01188 2.35910
*
```

Values from the calculation:
Gap between HOMO and LUMO = 10.56 eV
SMILES string = C[C@@H](O)C=O.C=O
Calculated total energy = -10418.6624 eV
Highest occupied orbital energy = -10.18 eV
E_LUMO = 0.38 eV
Energy relative to the best compared isomer or geometry (same formula, charge and spin) = 54.0 kcal per mole

Atomic partial charges in e from the Mulliken method, atoms 1 to 6:
1 C -1.39
2 C 0.27
3 O -0.58
4 C 0.17
5 O -0.57
6 H 0.35